ORCA calculation (the ωB97M-V functional and the def2-TZVPD basis) on C44H48Cl4F10N3O4PV as an isolated structure in a non-equilibrium geometry.

Geometry as XYZ:
```
115
Properties=species:S:1:pos:R:3:mulliken_spin:R:1
V 1.5863 -0.5099 0.5901 2.5983
C 2.5936 -1.1302 -3.3830 0.0088
N 2.8647 -0.8640 -1.9868 0.0025
C 3.2216 -2.0753 -1.2725 0.1317
C 2.0235 -2.9691 -1.0223 -0.0099
N 1.1936 -2.4178 0.0469 0.0032
C 0.3533 -3.2671 0.6568 0.1164
C -0.0789 -4.5453 0.2061 0.0036
F 0.2646 -5.0140 -1.0230 0.0005
C -0.9463 -5.3606 0.9120 0.0004
F -1.3079 -6.5485 0.3863 -0.0002
C -1.4850 -4.9697 2.1180 0.0160
F -2.3423 -5.7615 2.8001 0.0004
C -1.1247 -3.7210 2.5936 0.0007
F -1.6289 -3.2944 3.7672 0.0003
C -0.2511 -2.9206 1.8960 -0.0094
F 0.0564 -1.7347 2.4601 -0.0178
C 3.9305 0.1231 -1.8818 -0.0100
C 3.6327 1.4173 -2.6220 0.0062
N 2.3097 1.8813 -2.2755 0.0047
C 1.7841 2.9123 -2.8913 0.0016
C 0.4385 3.2960 -2.5464 -0.0043
F -0.1912 2.5847 -1.5757 -0.0053
C -0.2678 4.3082 -3.1409 -0.0003
F -1.5446 4.5520 -2.7627 0.0000
C 0.2993 5.0952 -4.1374 0.0002
F -0.4072 6.0854 -4.7492 0.0000
C 1.6048 4.8153 -4.4861 -0.0001
F 2.2025 5.5754 -5.4363 0.0000
C 2.3206 3.7938 -3.8919 -0.0005
F 3.6230 3.6790 -4.2966 0.0000
H 3.5096 -1.4606 -3.9112 0.0040
H 2.2232 -0.2250 -3.8610 -0.0006
H 1.8413 -1.9118 -3.4891 -0.0020
H 3.6689 -1.7880 -0.3173 -0.0346
H 3.9798 -2.6667 -1.8254 0.0002
H 2.4133 -3.9609 -0.7606 0.0008
H 1.4555 -3.0948 -1.9498 -0.0157
H 4.8712 -0.2988 -2.2931 0.0022
H 4.0900 0.3406 -0.8257 0.0081
H 3.7677 1.2547 -3.7040 0.0006
H 4.4268 2.1188 -2.3216 0.0009
C -5.4574 -2.6925 0.8626 0.0004
C -4.2141 -3.4756 0.4570 -0.0005
C -3.2035 -2.5432 -0.2349 0.0029
C -3.2192 -1.1125 0.3562 0.0080
C -3.6289 -1.2112 1.8301 0.0068
C -5.0932 -1.6618 1.9457 -0.0014
P -1.5789 -0.2433 0.1287 0.2007
C -1.8234 1.3984 0.9946 -0.0119
C -1.2410 1.3045 2.4189 0.0388
C -1.1347 2.6795 3.1017 -0.0012
C -2.2172 3.6535 2.6158 0.0000
C -3.4819 2.8824 2.2537 0.0002
C -3.2291 2.0464 0.9908 0.0005
C -1.6052 0.2878 -1.6533 -0.0668
C -1.4246 -0.8922 -2.6129 0.0309
C -1.0550 -0.3852 -4.0147 0.0030
C -1.8211 0.8972 -4.3916 0.0004
C -3.1112 1.0108 -3.5882 -0.0005
C -2.7835 1.1799 -2.0980 -0.0014
H -6.2483 -3.3580 1.2172 -0.0003
H -5.8497 -2.1798 -0.0218 0.0003
H -4.4719 -4.2992 -0.2127 0.0002
H -3.7677 -3.9264 1.3477 0.0003
H -3.4460 -2.4995 -1.2973 0.0017
H -2.2026 -2.9697 -0.1542 0.0070
H -3.9866 -0.5326 -0.1684 -0.0041
H -3.5020 -0.2674 2.3538 0.0012
H -2.9734 -1.9321 2.3267 0.0025
H -5.7484 -0.7895 1.8577 -0.0002
H -5.2623 -2.0877 2.9388 -0.0001
H -1.1408 2.0439 0.4327 -0.0025
H -0.2518 0.8482 2.3809 0.0089
H -1.8565 0.6412 3.0300 -0.0054
H -0.1458 3.1060 2.9242 0.0002
H -1.2297 2.5425 4.1831 0.0001
H -1.8667 4.1816 1.7231 0.0002
H -2.4164 4.4123 3.3769 -0.0001
H -4.3248 3.5574 2.0804 -0.0002
H -3.7604 2.2336 3.0923 0.0000
H -3.3075 2.7090 0.1262 0.0001
H -4.0246 1.3064 0.8854 -0.0001
H -0.6750 0.8727 -1.7167 0.0457
H -2.3505 -1.4677 -2.6715 0.0016
H -0.6494 -1.5658 -2.2366 -0.0085
H -1.2606 -1.1758 -4.7435 -0.0001
H 0.0119 -0.1792 -4.0501 -0.0005
H -2.0229 0.9184 -5.4650 -0.0001
H -1.2014 1.7721 -4.1692 0.0003
H -3.7211 0.1133 -3.7406 0.0003
H -3.7083 1.8609 -3.9292 0.0000
H -3.6834 0.9705 -1.5138 0.0006
H -2.5178 2.2241 -1.9162 0.0006
Cl 7.5324 -1.1767 6.6901 0.0003
C 6.2205 -1.0121 5.5408 0.0036
C 5.2533 -0.0444 5.7531 -0.0020
C 4.2189 0.0783 4.8374 0.0044
C 4.1515 -0.7564 3.7305 -0.0045
C 5.1350 -1.7158 3.5354 0.0042
C 6.1780 -1.8512 4.4405 -0.0017
C 3.0222 -0.5987 2.7452 0.0629
O 2.1735 0.2882 2.9226 -0.0022
O 2.9927 -1.4101 1.7651 -0.0695
H 5.3164 0.6013 6.6186 -0.0001
H 3.4471 0.8275 4.9572 0.0033
H 5.0693 -2.3514 2.6625 0.0024
H 6.9513 -2.5937 4.2973 -0.0001
Cl 2.7203 3.7842 2.3434 0.0006
C 2.3245 3.4546 0.6314 -0.0066
Cl 0.7735 4.2066 0.2420 0.0009
Cl 3.5823 4.1409 -0.4079 0.0006
C 2.3020 1.9020 0.4501 -0.0342
O 3.3695 1.3266 0.6084 0.0048
O 1.1764 1.3706 0.2110 -0.0267
```

Values from the calculation:
Energy relative to the best compared isomer or geometry (same formula, charge and spin) in eV: 1.4524
Multiplicity: 4
Highest occupied orbital energy (spin up / spin down) in eV: -1.351 / -1.586
Total charge: -2



ORCA calculation (the ωB97M-V functional and the def2-TZVPD basis) on C44H48CsN6O2PS4 as an isolated structure in a non-equilibrium geometry.

Geometry as XYZ:
```
106
Properties=species:S:1:pos:R:3:lowdin_charge:R:1
Cs 0.9251 1.6173 -0.0280 0.7942
C -3.9373 5.4764 -1.6925 -0.5397
C -4.1220 4.2080 -2.4925 -0.5357
S -2.6544 3.1797 -2.2924 0.7974
C -1.7529 2.6968 -3.8588 -0.4562
C -0.2853 3.1254 -3.8150 -0.5446
S 0.0900 4.1808 -2.4340 0.7304
C -0.8101 5.6605 -2.9556 -0.5389
C -1.2517 6.5116 -1.7797 -0.5896
S -2.4068 5.7189 -0.7290 0.7954
H -4.0648 6.4389 -2.2642 0.0925
H -4.5635 5.4877 -0.7897 0.0522
H -4.9424 3.6073 -2.0256 0.0702
H -4.5066 4.4040 -3.5183 0.0940
H -1.8810 1.5961 -3.9841 0.0701
H -2.1597 3.2194 -4.7818 0.0961
H 0.3292 2.2447 -3.5692 0.0649
H 0.0637 3.6253 -4.7295 0.0864
H -0.1586 6.2570 -3.5139 0.0483
H -1.6950 5.4468 -3.6238 0.0986
H -0.4174 6.7380 -1.1399 0.0596
H -1.7784 7.4672 -2.0208 0.0863
O -0.9513 -0.6427 -1.4621 -0.4112
S -0.2322 -1.3420 -2.4943 0.5213
O -0.6024 -0.9747 -3.8368 -0.3163
N 1.2769 -0.9156 -2.1793 -0.1626
C 2.2178 -1.1070 -3.0966 -0.3285
C 2.3489 -2.2371 -3.9000 -0.0435
C 3.2539 -2.2191 -4.9717 -0.1016
C 4.0699 -1.1346 -5.1893 -0.0960
C 4.1926 -0.0782 -4.2769 -0.1638
C 5.0537 1.0507 -4.2493 -0.0397
C 5.1350 1.9812 -3.2100 -0.0428
C 3.9915 1.9557 -2.2983 -0.1618
N 3.0770 0.9984 -2.2802 0.0358
C 3.2393 -0.0410 -3.1654 -0.1281
C -0.5084 -3.0959 -2.2495 -0.2569
C -1.6301 -3.7805 -2.7724 -0.0528
C -1.9394 -5.0656 -2.3254 -0.0650
C -1.0555 -5.7688 -1.4300 -0.0917
C 0.0786 -5.1232 -1.0268 -0.1023
C 0.4375 -3.8370 -1.5152 -0.0613
H 1.7647 -3.2113 -3.7670 0.1237
H 3.3149 -2.9939 -5.7360 0.1022
H 4.6678 -1.1246 -6.1410 0.1151
H 5.7916 1.0796 -5.0368 0.0998
H 6.0291 2.6320 -3.1082 0.1030
H 3.9726 2.7014 -1.5001 0.0773
H -2.2993 -3.3604 -3.4544 0.0920
H -2.8187 -5.6020 -2.7282 0.1050
H -1.2366 -6.7635 -1.0482 0.0939
H 0.6950 -5.6137 -0.2928 0.0926
H 1.3704 -3.3547 -1.1453 0.1187
C 3.4509 -3.2873 3.5417 -0.0111
N 3.2598 -1.8122 3.7169 -0.2235
C 3.6104 -1.2902 5.0124 -0.0668
C 3.2075 -1.0470 2.6471 -0.2858
N 2.9444 -0.3075 1.7894 0.1375
H 2.8546 -3.7444 4.3308 0.0862
H 4.5239 -3.5169 3.6941 0.0943
H 3.1317 -3.4534 2.5056 0.0958
H 3.7433 -0.1792 4.9492 0.1090
H 4.5057 -1.7390 5.4556 0.0791
H 2.7917 -1.6311 5.7408 0.1078
N 3.3601 5.8637 1.8986 0.0977
C 2.1953 5.1302 2.0034 -0.1339
N 2.4511 3.8271 1.8733 0.0456
C 3.8078 3.6968 1.7194 -0.2774
C 4.4924 2.5871 1.2368 -0.0391
C 5.6931 2.8456 0.5354 -0.0778
C 6.3231 4.1486 0.5518 -0.0927
C 5.6546 5.1906 1.1131 -0.0442
C 4.3790 4.9846 1.6953 -0.2141
H 3.4017 6.8712 2.0543 0.1640
H 1.2411 5.5423 2.3899 0.1364
H 3.9092 1.6686 1.2499 0.0433
H 6.2276 2.0130 -0.0466 0.1269
H 7.2434 4.3099 -0.0432 0.1111
H 6.0150 6.2257 1.2583 0.1156
C -5.1416 -0.6405 2.9017 -0.3004
P -3.8182 -1.8575 2.6076 0.9752
C -4.5583 -3.2281 1.7433 -0.4129
C -3.9682 -4.5065 1.8232 -0.0952
C -4.4945 -5.5527 1.0719 -0.0846
C -5.6071 -5.3394 0.2575 -0.1011
C -6.1265 -4.0541 0.1230 -0.1015
C -5.7072 -3.0260 0.9612 -0.0983
C -3.3690 -2.5335 4.2410 -0.3810
C -4.2678 -3.3611 4.9886 -0.1035
C -4.0144 -3.6211 6.2974 -0.1151
C -2.8326 -3.1476 6.9183 -0.0731
C -1.8951 -2.4176 6.1477 -0.1050
C -2.1513 -2.0925 4.8356 -0.1128
H -5.1544 -0.0462 1.9030 0.0664
H -4.8711 0.0850 3.6459 0.0243
H -6.1400 -0.9829 3.1048 0.0294
H -3.1453 -4.7166 2.4544 0.0924
H -4.1046 -6.5191 1.1050 0.0803
H -6.1061 -6.1558 -0.2937 0.1066
H -6.6968 -3.8606 -0.8214 0.1177
H -6.1217 -2.0097 0.8819 0.0961
H -5.0523 -3.9239 4.4025 0.1252
H -4.6625 -4.2615 6.9360 0.1118
H -2.6919 -3.5281 7.9438 0.1027
H -0.9514 -2.1285 6.5687 0.0871
H -1.4936 -1.3908 4.3034 0.0991
```

Values from the calculation:
Energy relative to the best compared isomer or geometry (same formula, charge and spin) in eV: 3.3403
Multiplicity: 1
Highest occupied orbital energy in eV: -6.298



ORCA calculation (the ωB97M-V functional and the def2-TZVPD basis) on C44H49HfNP2 as an isolated structure in a non-equilibrium geometry.

Geometry as XYZ:
```
97
Properties=species:S:1:pos:R:3:lowdin_charge:R:1
Hf 0.0726 -0.0026 2.0041 1.3966
C -1.3346 0.5591 -4.0237 -0.0897
C -1.4125 -0.7656 -3.8437 -0.1525
C -0.7091 -1.7741 -4.7096 -0.1783
C 0.7513 -1.4513 -5.1374 -0.1687
C 1.5719 -0.6091 -4.2223 -0.1245
C 1.6579 0.7252 -4.3296 -0.1269
C 0.7604 1.5822 -5.1515 -0.1726
C -0.7264 1.1653 -5.2566 -0.1716
C 1.7769 -0.6541 3.2163 -0.2757
H -1.8214 1.2653 -3.3403 0.0954
H -2.1156 -1.1912 -3.1200 0.0798
H -1.2938 -1.9288 -5.6360 0.1288
H -0.7069 -2.7520 -4.1980 0.1020
H 1.2698 -2.4171 -5.2464 0.1221
H 0.7311 -0.9811 -6.1305 0.1156
H 2.2435 -1.1901 -3.5875 0.0962
H 2.5672 1.2546 -4.0248 0.0978
H 1.1667 1.6297 -6.1761 0.1311
H 0.8035 2.6133 -4.7704 0.1115
H -1.3057 2.0648 -5.5211 0.1224
H -0.8381 0.4574 -6.0886 0.1091
H 1.9977 0.2237 3.8505 0.0264
H 2.7393 -0.9867 2.8090 -0.0090
H 1.4248 -1.4653 3.8722 0.0005
P -1.2843 -1.1548 0.1766 0.9362
P 2.0507 -0.1665 0.3476 0.9387
C -0.0822 -1.3097 -1.1399 -0.2619
C 1.1872 -0.8396 -1.0662 -0.2854
C -2.2153 -2.7120 0.1330 -0.3665
C -2.6202 -3.3833 -1.0331 -0.0559
C -3.3910 -4.5498 -0.9232 -0.0381
C -3.7262 -5.0669 0.3353 -0.0371
C -3.2691 -4.4249 1.4935 -0.0508
C -2.4918 -3.2731 1.3908 -0.1119
C -2.4535 0.1765 -0.3257 -0.3613
C -1.9525 1.4498 -0.6597 -0.1305
C -2.8068 2.5529 -0.6334 -0.0618
C -4.1840 2.3736 -0.4609 -0.0398
C -4.6929 1.0900 -0.2377 -0.0474
C -3.8368 -0.0101 -0.1496 -0.0765
C 3.5518 -1.2210 0.4282 -0.3515
C 3.3831 -2.5693 0.7947 -0.1095
C 4.4866 -3.3759 1.0824 -0.0584
C 5.7830 -2.8715 0.9361 -0.0486
C 5.9639 -1.5504 0.5167 -0.0483
C 4.8561 -0.7337 0.2444 -0.0576
C 2.6775 1.4788 -0.1351 -0.3758
C 3.0263 2.3809 0.8798 -0.1071
C 3.4226 3.6787 0.5567 -0.0559
C 3.5404 4.0644 -0.7842 -0.0448
C 3.1868 3.1689 -1.7975 -0.0440
C 2.7184 1.8945 -1.4643 -0.0793
H -0.4360 -1.8399 -2.0345 0.0568
H 1.8697 -0.9481 -1.9065 0.0462
H -2.3452 -3.0036 -2.0206 0.0935
H -3.7418 -5.0507 -1.8275 0.1226
H -4.3439 -5.9647 0.4132 0.1239
H -3.5289 -4.8162 2.4776 0.1184
H -2.0834 -2.7820 2.2809 0.0588
H -0.8893 1.5760 -0.9210 0.1068
H -2.4001 3.5585 -0.7692 0.1204
H -4.8559 3.2338 -0.5190 0.1230
H -5.7670 0.9490 -0.1267 0.1198
H -4.2205 -1.0126 0.0435 0.1106
H 2.3732 -2.9793 0.8763 0.1065
H 4.3373 -4.4012 1.4227 0.1162
H 6.6470 -3.5116 1.1362 0.1216
H 6.9753 -1.1538 0.4015 0.1196
H 5.0103 0.2901 -0.1054 0.1100
H 2.9641 2.0605 1.9246 0.1073
H 3.6499 4.3802 1.3610 0.1198
H 3.9140 5.0610 -1.0341 0.1212
H 3.2829 3.4592 -2.8447 0.1162
H 2.3707 1.2071 -2.2277 0.0524
C -2.7587 -0.1272 3.4610 -0.0595
N -1.3266 -0.3365 3.8107 -0.3679
C -1.2456 -1.6087 4.6004 -0.0539
C -0.8883 0.7994 4.7099 -0.1682
C -0.7513 2.1003 3.9617 -0.2703
C -1.1773 3.2784 4.5819 -0.0234
C -1.1771 4.4727 3.8706 -0.0434
C -0.7163 4.4847 2.5501 -0.0579
C -0.2639 3.3063 1.9364 -0.1207
C -0.2602 2.0940 2.6384 -0.2389
H -3.1620 -1.0570 3.0382 0.0759
H -2.8695 0.6853 2.7204 0.0955
H -3.3078 0.1339 4.3862 0.1218
H -0.3253 -2.1541 4.3747 0.0713
H -1.2676 -1.3753 5.6751 0.1125
H -2.0974 -2.2553 4.3709 0.0856
H -1.6394 0.8992 5.5143 0.1368
H 0.0506 0.4966 5.2009 0.1295
H -1.5276 3.2386 5.6153 0.1256
H -1.5349 5.3957 4.3355 0.1228
H -0.7125 5.4247 1.9992 0.1135
H 0.0788 3.3246 0.9043 0.0869
```

Values from the calculation:
Energy relative to the best compared isomer or geometry (same formula, charge and spin) in eV: 0.6381
Multiplicity: 1
Highest occupied orbital energy in eV: -13.250
Total charge: +2



ORCA calculation (the ωB97M-V functional and the def2-TZVPD basis) on C44H49IN2O4P3Y as an isolated structure.

Geometry as XYZ:
```
104
Properties=species:S:1:pos:R:3:lowdin_charge:R:1
Y 0.2118 1.3312 -0.3195 1.0372
C 1.0798 -0.7684 2.7213 -0.2800
P 2.3993 -0.1253 1.5899 1.0103
C 3.7411 0.3320 2.7574 -0.3673
C 3.4506 1.0371 3.9237 -0.1151
C 4.4645 1.4582 4.7752 -0.1001
C 5.7895 1.1881 4.4686 -0.1181
C 6.0934 0.5009 3.2992 -0.1020
C 5.0797 0.0816 2.4516 -0.1016
C 3.0277 -1.7094 0.9126 -0.3592
C 2.7965 -1.9620 -0.4329 -0.0856
C 3.1844 -3.1752 -0.9949 -0.0889
C 3.8140 -4.1318 -0.2165 -0.1031
C 4.0470 -3.8848 1.1357 -0.1052
C 3.6491 -2.6831 1.6955 -0.1102
C 0.0789 -1.3722 1.7888 -0.4272
C -0.5775 -2.5813 1.7826 -0.0773
C -1.2642 -2.6626 0.5302 -0.0761
C -0.9589 -1.5055 -0.1540 -0.3910
C -1.2750 -1.1117 -1.5707 -0.2926
P 0.1374 -1.5723 -2.7380 1.0656
C -0.4301 -0.8224 -4.3324 -0.3770
C -1.1280 0.3796 -4.4032 -0.0955
C -1.4677 0.9424 -5.6295 -0.0976
C -1.0984 0.3240 -6.8134 -0.1147
C -0.3871 -0.8705 -6.7611 -0.1091
C -0.0680 -1.4345 -5.5360 -0.1303
C -0.7519 -3.3079 -3.1311 -0.3243
C -1.9396 -3.5325 -3.8385 -0.1161
C -2.4755 -4.8036 -3.9953 -0.1166
C -1.8353 -5.9043 -3.4321 -0.1332
C -0.6632 -5.7093 -2.7160 -0.1148
C -0.1359 -4.4282 -2.5771 -0.1206
N -0.1535 -0.7056 0.6198 -0.1014
H 0.6741 0.0724 3.2925 0.0661
H 1.4841 -1.5051 3.4194 0.0849
H 2.4231 1.2816 4.1585 0.0785
H 4.2162 2.0090 5.6743 0.0941
H 6.5808 1.5172 5.1315 0.0875
H 7.1255 0.2939 3.0422 0.0929
H 5.3274 -0.4519 1.5414 0.1047
H 2.2635 -1.2340 -1.0353 0.0410
H 2.9656 -3.3653 -2.0380 0.0905
H 4.1096 -5.0789 -0.6530 0.0899
H 4.5256 -4.6368 1.7524 0.0881
H 3.8259 -2.4973 2.7497 0.1026
H -0.5575 -3.3253 2.5665 0.0772
H -1.8647 -3.4813 0.1617 0.0844
H -1.5238 -0.0437 -1.6691 0.0274
H -2.1686 -1.6419 -1.9048 0.0748
H -1.3912 0.8976 -3.4931 0.0687
H -2.0143 1.8784 -5.6563 0.0852
H -1.3512 0.7714 -7.7681 0.0857
H -0.0812 -1.3619 -7.6779 0.0878
H 0.4806 -2.3697 -5.5023 0.1031
H -2.4588 -2.6876 -4.2833 0.0966
H -3.3952 -4.9403 -4.5549 0.0859
H -2.2506 -6.8991 -3.5491 0.0819
H -0.1591 -6.5553 -2.2609 0.0876
H 0.7799 -4.2810 -2.0100 0.0712
C -4.4246 0.6280 -3.4838 -0.0258
C -4.3954 1.7387 -2.4427 -0.6227
C -5.2809 2.9047 -2.8610 -0.0365
C -4.8060 1.1949 -1.0781 -0.0347
O -3.0221 2.1861 -2.4291 -0.1908
P -2.3476 2.9909 -1.2080 0.2384
O -3.1127 4.2019 -0.8598 -0.2621
O -1.9604 1.9859 -0.1476 -0.3982
O -0.9054 3.2612 -1.8913 -0.2486
C -0.5431 4.3765 -2.7571 -0.6052
C -1.6460 4.6271 -3.7776 -0.0323
C 0.7360 3.9316 -3.4430 -0.0147
C -0.3146 5.5952 -1.8771 -0.0331
H -5.4407 0.2452 -3.6041 0.0854
H -3.7702 -0.1899 -3.1804 0.0747
H -4.0690 1.0046 -4.4437 0.0749
H -6.3222 2.5768 -2.9154 0.0797
H -4.9750 3.2702 -3.8437 0.0835
H -5.1902 3.7181 -2.1419 0.0727
H -5.8171 0.7855 -1.1472 0.0844
H -4.7986 1.9818 -0.3225 0.0827
H -4.1218 0.4093 -0.7572 0.0859
H -1.8373 3.7267 -4.3608 0.0668
H -1.3209 5.4247 -4.4495 0.0858
H -2.5725 4.9303 -3.2891 0.0757
H 0.5819 3.0045 -3.9978 0.0860
H 1.5266 3.7465 -2.7149 0.0789
H 1.0740 4.7106 -4.1308 0.0898
H -1.2345 5.8711 -1.3616 0.0766
H 0.0249 6.4315 -2.4937 0.0832
H 0.4457 5.3713 -1.1271 0.0553
I 1.1566 3.4646 1.6226 -0.1099
N 1.0327 0.4809 -2.1180 -0.2736
C 2.2100 0.8955 -2.6342 -0.4787
C 2.6918 0.5482 -3.9335 -0.0606
C 3.9021 1.0113 -4.4245 -0.1425
C 4.7379 1.8442 -3.6778 -0.1656
C 4.3116 2.1914 -2.3953 -0.1419
C 3.1058 1.7369 -1.9036 -0.1173
H 2.0797 -0.0935 -4.5546 0.0681
H 4.2047 0.7137 -5.4249 0.0808
H 5.6808 2.2006 -4.0736 0.0657
H 4.9298 2.8261 -1.7674 0.0883
H 2.8493 2.0155 -0.8840 0.0315
```

Values from the calculation:
Energy relative to the best compared isomer or geometry (same formula, charge and spin) in eV: 0.0000
Multiplicity: 1
Highest occupied orbital energy in eV: -1.083
Total charge: -2